ORCA calculation (the ωB97M-V functional and the def2-TZVPD basis) on a 2-piece molecular cluster, CH9OSi2 overall in a non-equilibrium geometry.

Output
Spin multiplicity: 1
Orbital gap: 9.74 eV
Strongest force on any atom: 3.08 eV Å⁻¹
E: -18976.463 eV
Net charge: +1
E_HOMO: -15.5075 eV

```
13
Properties=species:S:1:pos:R:3:forces:R:3
C -0.48306 1.64520 -0.01053 0.120 2.396 1.277
O -0.18898 0.26583 0.20758 1.482 -1.124 -0.752
Si -1.30161 -0.99562 -0.07215 -0.293 -0.350 0.940
Si 2.04810 -0.63004 0.16511 -2.499 0.460 -1.738
H -1.27283 1.95582 0.80135 1.352 -0.405 -1.859
H 0.48255 2.19998 0.22418 -1.362 -0.486 -0.216
H -0.75832 1.95315 -1.07076 0.029 -0.900 1.328
H -1.86574 -1.18849 -1.36659 -0.076 0.416 -1.122
H -2.45967 -0.79068 0.82973 0.437 -0.090 0.149
H -0.36298 -2.11618 0.09108 -0.358 -0.154 0.520
H 1.43461 -1.67877 -0.70044 0.828 0.434 0.041
H 2.58042 0.57807 -0.59761 -0.042 -0.758 1.031
H 2.14750 -1.19826 1.49905 0.382 0.561 0.401
```
Positions in Å, forces in eV/Å.

Here are the Löwdin charges for atoms 1 to 6, given in e:
1 C -0.14
2 O -0.57
3 Si 0.65
4 Si 1.02
5 H 0.14
6 H 0.09


ORCA calculation (the ωB97M-V functional and the def2-TZVPD basis) on CHBiO2 as an isolated structure in a non-equilibrium geometry.

Output
Spin multiplicity: 1
Orbital gap: 9.17 eV
Strongest force on any atom: 6.47 eV Å⁻¹
E: -10962.706 eV
Net charge: +2
E_HOMO: -23.6387 eV

```
5
Properties=species:S:1:pos:R:3:forces:R:3
O 0.13886 -0.83538 -1.05109 0.064 1.728 1.277
C -0.11497 -0.49431 0.17170 1.755 0.735 -6.183
O 0.12484 0.80982 0.19719 -0.534 0.928 2.763
Bi -0.57732 0.30452 2.06354 -0.659 0.504 2.506
H 0.42859 0.21534 -1.38134 -0.626 -3.895 -0.362
```
Positions in Å, forces in eV/Å.

What are the Löwdin partial charges on each atom? They are as follows, in elementary charge units:
1 O 0.18
2 C -0.51
3 O -0.24
4 Bi 2.27
5 H 0.29


ORCA calculation (the ωB97M-V functional and the def2-TZVPD basis) on CHBiO3 as an isolated structure in a non-equilibrium geometry.

Output
Spin multiplicity: 2
Orbital gap (spin up / spin down): 6.10 / 6.87 eV
Strongest force on any atom: 6.48 eV Å⁻¹
E: -13026.157 eV
Net charge: +1
E_HOMO (spin up / spin down): -14.5677 / -15.1475 eV

```
6
Properties=species:S:1:pos:R:3:forces:R:3
O 0.24019 0.65899 0.01108 1.372 2.381 -0.357
C -0.82150 -0.04561 -0.02305 -6.389 -0.683 0.854
O -1.98243 0.33970 0.06058 3.107 -0.504 -0.352
Bi 2.07226 -0.08680 0.04519 0.748 -0.825 0.013
O -0.53587 -1.37251 -0.06679 1.520 -0.166 0.047
H -1.27588 -1.86904 0.30103 -0.360 -0.203 -0.205
```
Positions in Å, forces in eV/Å.

What are the Löwdin partial charges on each atom? They are as follows, in elementary charge units:
1 O -0.37
2 C -0.76
3 O 0.16
4 Bi 1.76
5 O 0.05
6 H 0.15


ORCA calculation (the ωB97M-V functional and the def2-TZVPD basis) on CHBr2NO2 as an isolated structure in a non-equilibrium geometry.

Output
Spin multiplicity: 3
Orbital gap (spin up / spin down): 8.40 / 8.54 eV
Strongest force on any atom: 3.10 eV Å⁻¹
E: -146716.952 eV
E_HOMO (spin up / spin down): -8.1724 / -10.7557 eV

```
7
Properties=species:S:1:pos:R:3:forces:R:3
C 0.39714 0.24486 0.80557 0.245 0.523 3.043
N -0.74413 -0.32357 -1.14611 -0.773 -1.513 0.456
O -1.84877 -0.74449 -0.95392 0.400 0.635 -1.016
O -0.05397 0.07330 -2.00932 -0.531 0.233 -0.991
Br 1.43468 1.78296 0.51306 -0.314 -0.262 0.100
Br 1.27292 -1.34102 1.25655 0.258 -0.177 -0.373
H -0.45787 0.30796 1.53417 0.715 0.561 -1.219
```
Positions in Å, forces in eV/Å.

Here are the Löwdin charges for atoms 1 to 6, given in e:
1 C -1.19
2 N -0.31
3 O 0.11
4 O 0.11
5 Br 0.63
6 Br 0.63


ORCA calculation (the ωB97M-V functional and the def2-TZVPD basis) on a 2-piece molecular cluster, CHBrCl2 overall.

Output
Spin multiplicity: 3
Orbital gap (spin up / spin down): 9.50 / 7.33 eV
Strongest force on any atom: 0.90 eV Å⁻¹
E: -96137.560 eV
E_HOMO (spin up / spin down): -8.5595 / -11.0120 eV

```
5
Properties=species:S:1:pos:R:3:forces:R:3
C -1.06255 0.29267 -0.55441 0.542 0.657 -0.281
Cl -0.02097 -1.06009 -0.65087 -0.598 0.156 0.287
Cl -0.34943 1.77227 -1.10849 -0.549 -0.519 0.319
Br 3.35850 -1.37024 2.19654 -0.019 0.005 -0.014
H -1.92555 0.36539 0.11723 0.623 -0.299 -0.310
```
Positions in Å, forces in eV/Å.

What are the Löwdin partial charges on each atom? They are as follows, in elementary charge units:
1 C -1.06
2 Cl 0.53
3 Cl 0.51
4 Br 0.00
5 H 0.02


ORCA calculation (the ωB97M-V functional and the def2-TZVPD basis) on a 2-piece molecular cluster, CHBrClNO2 overall in a non-equilibrium geometry.

Output
Spin multiplicity: 1
Orbital gap (spin up / spin down): 5.88 / 5.88 eV
Strongest force on any atom: 3.82 eV Å⁻¹
E: -89196.332 eV
E_HOMO (spin up / spin down): -10.0196 / -10.0223 eV

```
7
Properties=species:S:1:pos:R:3:forces:R:3
C -0.34507 -0.61482 -0.15330 0.480 -2.243 3.051
N -0.29060 0.81185 -0.30373 -0.460 -0.702 -0.180
O -0.95773 1.41037 0.51212 0.280 0.490 -0.481
O 0.32571 1.16869 -1.26769 0.358 1.409 -0.440
Cl 1.86126 0.02279 1.80454 -1.400 -0.510 -1.131
Br 0.56795 -1.83747 -1.16907 -0.717 1.050 0.432
H -1.16152 -0.96141 0.57713 1.459 0.506 -1.250
```
Positions in Å, forces in eV/Å.

Here are the Löwdin charges for atoms 1 to 6, given in e:
1 C -0.48
2 N -0.53
3 O 0.08
4 O 0.07
5 Cl -0.17
6 Br 0.90


ORCA calculation (the ωB97M-V functional and the def2-TZVPD basis) on a 2-piece molecular cluster, CHBrF2O overall in a non-equilibrium geometry.

Output
Spin multiplicity: 1
Orbital gap: 11.86 eV
Strongest force on any atom: 4.64 eV Å⁻¹
SMILES: O=C(F)Br.F
E: -78577.899 eV
E_HOMO: -11.3506 eV

```
6
Properties=species:S:1:pos:R:3:forces:R:3
O 0.30597 0.68007 0.95160 -2.190 1.027 2.138
C 1.15649 0.23707 0.34771 2.928 -0.280 -3.582
F 1.86747 0.95751 -0.60933 -0.649 -0.009 0.971
Br 1.85049 -1.48565 0.14058 -0.075 -0.715 0.504
F -2.19625 -0.09742 -0.19992 0.250 0.039 0.111
H -2.98418 -0.29158 -0.63064 -0.266 -0.061 -0.142
```
Positions in Å, forces in eV/Å.

What are the Löwdin partial charges on each atom? They are as follows, in elementary charge units:
1 O 0.15
2 C -0.94
3 F -0.05
4 Br 0.83
5 F -0.06
6 H 0.08


ORCA calculation (the ωB97M-V functional and the def2-TZVPD basis) on a 2-piece molecular cluster, CHBrF3N overall in a non-equilibrium geometry.

Output
Spin multiplicity: 1
Orbital gap (spin up / spin down): 9.30 / 7.40 eV
Strongest force on any atom: 4.12 eV Å⁻¹
E: -80735.329 eV
E_HOMO (spin up / spin down): -11.8355 / -11.4613 eV

```
7
Properties=species:S:1:pos:R:3:forces:R:3
C -0.19349 -0.73385 0.32159 3.912 -0.872 -0.951
N -0.94772 0.38497 0.51579 -1.783 0.740 0.711
F 0.70599 -0.54935 -0.73536 -0.318 0.053 0.372
F 0.60982 -1.01059 1.40209 -0.868 0.681 -0.395
F -0.78776 -1.86492 0.02179 -1.258 0.060 0.162
Br 1.19615 2.53183 -1.60183 0.001 -0.016 0.003
H -0.58300 1.24192 0.07594 0.313 -0.646 0.098
```
Positions in Å, forces in eV/Å.

Here are the Löwdin charges for atoms 1 to 6, given in e:
1 C -0.74
2 N 0.31
3 F 0.01
4 F 0.11
5 F 0.17
6 Br 0.14


ORCA calculation (the ωB97M-V functional and the def2-TZVPD basis) on CHBrFI as an isolated structure in a non-equilibrium geometry.

Output
Spin multiplicity: 1
Orbital gap: 9.35 eV
Strongest force on any atom: 4.36 eV Å⁻¹
E: -81912.516 eV
E_HOMO: -9.8833 eV

```
5
Properties=species:S:1:pos:R:3:forces:R:3
C 0.21461 -0.91688 -0.52463 -1.158 2.730 0.637
F 0.87835 -1.78185 0.25970 0.054 0.674 0.019
Br 1.22753 -0.52153 -2.13438 -0.003 -0.128 0.281
I -1.65698 -1.98987 -1.09514 0.799 0.852 0.418
H 0.03578 0.27735 0.01320 0.308 -4.129 -1.356
```
Positions in Å, forces in eV/Å.

What are the Löwdin partial charges on each atom? They are as follows, in elementary charge units:
1 C -1.21
2 F -0.16
3 Br 0.56
4 I 0.67
5 H 0.14


ORCA calculation (the ωB97M-V functional and the def2-TZVPD basis) on a 2-piece molecular cluster, CHBrN5 overall in a non-equilibrium geometry.

Output
Spin multiplicity: 1
Orbital gap: 8.63 eV
Strongest force on any atom: 6.41 eV Å⁻¹
E: -78543.246 eV
Net charge: -1
E_HOMO: -5.3063 eV

```
8
Properties=species:S:1:pos:R:3:forces:R:3
C -0.27788 0.06546 -0.03563 3.503 -2.436 -2.762
N -0.37204 1.74135 1.08319 -0.745 2.251 1.396
N 0.51236 0.94338 0.58293 0.382 -1.952 -0.769
N -1.54768 0.34565 -0.04565 -0.142 -1.887 -0.730
N -1.58823 1.40036 0.73152 -0.532 1.347 0.678
N 0.79199 -1.25123 -1.08835 -4.795 4.247 0.199
Br 0.98729 -2.70267 -0.08489 0.897 -1.299 1.222
H 1.49419 -0.54231 -1.14312 1.432 -0.270 0.765
```
Positions in Å, forces in eV/Å.

Here are the Löwdin charges for atoms 1 to 6, given in e:
1 C -0.40
2 N -0.18
3 N -0.07
4 N -0.05
5 N -0.16
6 N -0.58


What did the sixth record say?
ORCA calculation (the ωB97M-V functional and the def2-TZVPD basis) on a 2-piece molecular cluster, CHBrClNO2 overall in a non-equilibrium geometry.

Output
Spin multiplicity: 1
Orbital gap (spin up / spin down): 5.88 / 5.88 eV
Strongest force on any atom: 3.82 eV Å⁻¹
E: -89196.332 eV
E_HOMO (spin up / spin down): -10.0196 / -10.0223 eV

```
7
Properties=species:S:1:pos:R:3:forces:R:3
C -0.34507 -0.61482 -0.15330 0.480 -2.243 3.051
N -0.29060 0.81185 -0.30373 -0.460 -0.702 -0.180
O -0.95773 1.41037 0.51212 0.280 0.490 -0.481
O 0.32571 1.16869 -1.26769 0.358 1.409 -0.440
Cl 1.86126 0.02279 1.80454 -1.400 -0.510 -1.131
Br 0.56795 -1.83747 -1.16907 -0.717 1.050 0.432
H -1.16152 -0.96141 0.57713 1.459 0.506 -1.250
```
Positions in Å, forces in eV/Å.

Here are the Löwdin charges for atoms 1 to 6, given in e:
1 C -0.48
2 N -0.53
3 O 0.08
4 O 0.07
5 Cl -0.17
6 Br 0.90